(1)
DFT (ωB97M-V/def2-TZVPD) results for an isolated molecule of C5H6N2O in a non-equilibrium geometry.

* SMILES: [H]/N=C(/C)C(=O)NC#C
* orbital gap: 10.341 eV
* ΔE to the lowest compared entry with this formula, charge and spin: 211.1 kJ/mol
* charge: 0
* DFT total energy: -10307.415 eV

The geometry in XYZ format:
```
14
Properties=species:S:1:pos:R:3:forces:R:3:nbo_charge:R:1
H 0.047342 0.749735 2.151401 0.41 -0.47 0.05 0.344
N 0.574995 1.147737 1.376123 -0.80 0.55 -0.38 -0.586
C 0.709319 0.407262 0.360689 2.06 -0.34 0.72 0.221
C 1.370855 0.917950 -0.880122 -0.14 0.10 0.00 -0.671
C 0.581168 -1.125155 0.400040 -0.16 0.54 0.12 0.630
O 1.468178 -1.924762 0.575943 -0.18 0.44 -0.11 -0.555
N -0.727107 -1.455544 0.205810 -0.53 -0.19 -0.30 -0.643
C -1.630929 -0.478397 -0.064636 -1.50 -0.13 -0.04 0.136
C -2.569207 0.256588 -0.251313 1.10 -1.07 0.13 -0.250
H 1.497907 1.994377 -0.808197 0.00 0.02 0.00 0.239
H 2.339222 0.435866 -1.003530 0.06 -0.06 -0.04 0.240
H 0.757981 0.678268 -1.748409 0.00 -0.01 -0.13 0.225
H -0.985158 -2.430363 0.108707 -0.04 0.12 0.07 0.427
H -3.434565 0.826438 -0.422506 -0.28 0.50 -0.10 0.243
```
Forces are in eV/Å.


(2)
DFT (ωB97M-V/def2-TZVPD) results for an isolated molecule of C4H6BrF in a non-equilibrium geometry.

* multiplicity: 3
* orbital gap (alpha / beta): 5.250 / 7.516 eV
* ΔE to the lowest compared entry with this formula, charge and spin: 106.2 kJ/mol
* charge: 0
* DFT total energy: -76998.118 eV

The geometry in XYZ format:
```
12
Properties=species:S:1:pos:R:3:forces:R:3:nbo_charge:R:1
C 0.348401 -0.266071 -1.038634 -0.38 -0.01 1.76 -0.514
C -0.225369 -0.564152 0.356882 -2.09 -2.57 -3.51 -0.072
C 1.318787 0.184206 -0.021172 1.11 4.13 -0.53 0.217
C -1.299022 0.320904 0.699361 -2.25 -0.50 -1.37 -0.681
F 1.340845 1.543114 0.322241 -1.13 -1.51 -0.40 -0.354
Br 3.068405 -0.395088 0.085610 4.21 -1.45 -0.18 0.004
H 0.765535 -1.024888 -1.674395 0.12 -0.70 0.13 0.244
H -0.279432 0.428621 -1.589413 0.40 0.42 0.13 0.231
H -0.101104 -1.623449 0.638711 0.08 0.99 0.70 0.230
H -2.070906 -0.336435 1.004031 -1.09 -0.45 1.51 0.237
H -1.840678 0.703516 -0.215666 1.17 0.52 0.95 0.221
H -1.025457 1.029727 1.432443 -0.16 1.11 0.81 0.237
```
Forces are in eV/Å.